No. 1
{"formula": "C26H21ClF6N10O9RuSb", "method": "ωB97M-V/def2-TZVPD", "species": ["Ru", "C", "N", "C", "N", "C", "N", "C", "C", "C", "C", "C", "C", "C", "N", "N", "C", "O", "C", "C", "C", "C", "C", "C", "N", "C", "N", "C", "N", "C", "H", "H", "H", "H", "H", "H", "H", "H", "H", "H", "H", "H", "H", "H", "H", "H", "C", "C", "N", "C", "C", "N", "C", "O", "O", "C", "O", "O", "H", "H", "H", "H", "H", "O", "Cl", "O", "O", "O", "F", "Sb", "F", "F", "F", "F", "F"], "xyz": [[0.92, -1.93, 1.18], [0.25, 2.85, 3.98], [0.79, 1.64, 3.34], [0.16, 0.61, 2.84], [1.07, -0.17, 2.24], [2.28, 0.48, 2.44], [2.13, 1.58, 3.11], [0.27, 4.00, 2.99], [0.89, 5.21, 3.31], [0.93, 6.26, 2.39], [0.36, 6.12, 1.15], [-0.26, 4.91, 0.83], [-0.31, 3.85, 1.76], [-0.84, 4.71, -0.44], [-0.85, 5.55, -1.51], [-1.45, 4.90, -2.50], [-1.80, 3.68, -2.02], [-1.45, 3.55, -0.73], [-2.41, 2.62, -2.70], [-2.79, 2.78, -4.04], [-3.38, 1.72, -4.70], [-3.57, 0.52, -4.03], [-3.19, 0.35, -2.69], [-3.44, -0.99, -2.03], [-2.61, -1.23, -0.84], [-1.30, -1.36, -0.79], [-0.98, -1.62, 0.48], [-2.17, -1.62, 1.18], [-3.18, -1.37, 0.40], [-2.62, 1.40, -2.03], [0.88, 3.07, 4.83], [-0.75, 2.63, 4.33], [-0.90, 0.43, 2.91], [3.23, 0.12, 2.09], [1.35, 5.34, 4.28], [1.43, 7.18, 2.66], [0.39, 6.92, 0.42], [-0.77, 2.91, 1.46], [-2.60, 3.72, -4.55], [-3.68, 1.81, -5.73], [-4.03, -0.31, -4.56], [-3.27, -1.79, -2.74], [-4.46, -1.07, -1.69], [-0.62, -1.25, -1.62], [-2.27, -1.85, 2.23], [-2.30, 1.31, -1.00], [-0.55, -4.54, -1.34], [0.89, -4.37, -1.01], [1.44, -3.46, -0.21], [2.80, -3.73, -0.15], [3.08, -4.80, -0.93], [1.87, -5.17, -1.46], [4.29, -5.58, -1.34], [5.44, -5.25, -0.81], [4.12, -6.46, -2.14], [3.60, -2.96, 0.79], [4.77, -3.06, 0.96], [2.80, -2.10, 1.49], [-1.14, -4.54, -0.42], [-0.72, -5.48, -1.86], [-0.90, -3.73, -1.99], [1.78, -5.96, -2.09], [5.38, -4.51, -0.19], [-1.42, -3.66, 3.77], [-0.11, -3.88, 3.26], [0.55, -5.00, 3.77], [0.70, -2.63, 3.43], [-0.18, -3.95, 1.76], [1.65, -0.82, -0.81], [1.26, 1.02, -1.37], [-0.09, 0.93, 0.00], [2.43, 1.62, -0.05], [0.72, 2.77, -1.76], [2.51, 0.81, -2.71], [-0.09, 0.29, -2.47]], "lowdin_spin": [3.0573, -0.0007, 0.0132, 0.0166, 0.0385, 0.0116, 0.0029, 0.0067, 0.0876, -0.0062, 0.0618, 0.0354, 0.0578, 0.1202, 0.1439, 0.1481, 0.1192, -0.0177, 0.0339, 0.0653, -0.0056, 0.0871, 0.0033, -0.0017, 0.0108, 0.0185, 0.0383, 0.0141, 0.0121, 0.0532, 0.0002, -0.0007, 0.0003, 0.0006, 0.0039, -0.0017, 0.0014, 0.0023, 0.0014, -0.0017, 0.0039, -0.0001, -0.0007, 0.0003, 0.0002, 0.0019, 0.0013, 0.0147, 0.0335, 0.0065, 0.0034, 0.0050, 0.0002, -0.0001, 0.0008, 0.0174, 0.0314, 0.2090, 0.0002, 0.0001, 0.0006, 0.0001, -0.0001, 0.0141, 0.0031, 0.0252, 0.1503, 0.1622, 0.0720, 0.0020, 0.0019, 0.0010, 0.0021, 0.0025, 0.0027], "total_charge": 2, "spin_multiplicity": 6, "de_lowest_ev": 0.270, "gap_ha": [0.2701, 0.2164], "homo_energy_ev": [-14.494, -15.252]}

---

No. 2
{"formula": "C5H8N", "method": "ωB97M-V/def2-TZVPD", "species": ["C", "C", "C", "C", "C", "N", "H", "H", "H", "H", "H", "H", "H", "H"], "xyz": [[1.35, -0.95, 0.35], [0.19, 1.58, 0.25], [0.84, -0.23, -0.97], [1.34, 0.51, 0.24], [-0.46, 0.51, -0.74], [-1.62, -0.30, 0.00], [0.56, -1.40, 0.88], [2.18, -1.58, 0.52], [-0.30, 1.82, 1.20], [0.40, 2.44, -0.27], [1.14, -0.58, -1.92], [-2.36, 0.31, 0.41], [-1.23, -1.00, 0.66], [-2.04, -1.12, -0.61]], "nbo_charge": [-0.4443, -0.4217, -0.3381, 0.2191, 0.2127, -0.7796, 0.1691, 0.2812, 0.2298, 0.2548, 0.2633, 0.4613, 0.4287, 0.4635], "total_charge": 1, "de_lowest_ev": 6.932, "gap_ha": [0.2780, 0.3271], "homo_energy_ev": [-13.013, -13.745]}

---

No. 3
{"formula": "C10H17N4", "method": "ωB97M-V/def2-TZVPD", "species": ["C", "C", "C", "C", "C", "C", "C", "C", "C", "C", "N", "N", "N", "N", "H", "H", "H", "H", "H", "H", "H", "H", "H", "H", "H", "H", "H", "H", "H", "H", "H"], "xyz": [[-2.32, 1.70, 0.30], [-1.07, 0.33, -1.10], [1.62, 0.57, 0.62], [-3.53, 0.83, 0.08], [-3.06, -0.64, 0.11], [-0.79, -1.55, 0.43], [0.69, -1.73, 0.00], [-1.77, -0.97, -0.65], [1.53, -0.83, 0.92], [3.93, -0.27, -0.19], [-1.26, 1.42, -0.42], [2.67, -0.14, 0.22], [4.65, 0.78, -0.72], [1.13, 1.84, 0.64], [-2.51, 2.57, 0.90], [-4.27, 1.16, 0.95], [-3.88, 0.94, -0.97], [-2.79, -0.98, 1.04], [-3.70, -1.40, -0.31], [-1.02, -2.54, 0.90], [-0.92, -0.88, 1.30], [1.11, -2.66, 0.28], [0.67, -1.62, -1.11], [-1.78, -1.47, -1.61], [1.81, -1.08, 1.86], [4.13, -1.35, -0.21], [-0.59, 0.58, -2.03], [4.44, 1.77, -0.45], [5.12, 0.82, -1.58], [0.17, 2.05, 0.15], [1.60, 2.72, 0.66]], "nbo_charge": [0.1108, 0.0534, 0.4215, -0.4826, -0.4030, -0.4006, -0.4427, -0.2706, -0.0057, 0.2256, -0.4988, -0.3069, -0.7911, -0.8315, 0.2077, 0.2462, 0.2409, 0.2082, 0.2382, 0.2364, 0.2054, 0.2237, 0.2419, 0.2332, 0.2170, 0.2230, 0.2092, 0.4060, 0.4192, 0.4506, 0.4153], "total_charge": 1, "de_lowest_ev": 5.043, "gap_ha": [0.2677, 0.2343], "homo_energy_ev": [-10.751, -10.462]}

---

No. 4
{"formula": "CH4IOP", "method": "ωB97M-V/def2-TZVPD", "species": ["C", "O", "P", "I", "H", "H", "H", "H"], "xyz": [[0.32, -1.92, -1.46], [0.52, -2.05, -0.23], [1.42, -1.50, 0.97], [2.72, 0.30, -0.18], [0.88, -1.26, -2.06], [1.69, -0.01, 4.87], [-0.51, -2.55, -1.85], [1.73, 0.61, 4.30]], "nbo_charge": [0.0051, -0.6685, 0.5691, -0.2387, 0.1692, -0.0011, 0.1638, 0.0011], "de_lowest_ev": 2.907, "gap_ha": [0.2619, 0.2896], "homo_energy_ev": [-7.859, -7.818]}

---

No. 5
{"formula": "C2H2GdO", "method": "ωB97M-V/def2-TZVPD", "species": ["C", "C", "H", "H", "O", "Gd"], "xyz": [[-0.72, -0.97, -0.81], [0.14, -1.00, 0.10], [-1.02, -0.25, -1.57], [0.51, -1.63, 0.91], [0.90, 0.93, 0.88], [0.20, 2.93, 0.50]], "lowdin_spin": [0.0117, 0.0049, 0.0002, 0.0009, 0.0195, 6.9629], "total_charge": -1, "spin_multiplicity": 8, "gap_ha": [0.1465, 0.2095], "homo_energy_ev": [-0.607, -3.020]}

---

No. 6
{"formula": "C2H3LiO2Y", "method": "ωB97M-V/def2-TZVPD", "species": ["H", "O", "C", "C", "O", "Li", "Y", "H", "H"], "xyz": [[-1.59, -0.43, -0.55], [1.74, 0.46, -0.82], [1.04, -0.62, -0.55], [-0.29, -0.45, 0.06], [-0.46, 0.72, 0.76], [-2.21, 1.10, 1.22], [1.14, 2.08, 0.29], [1.29, -1.55, -1.05], [-0.65, -1.31, 0.65]], "lowdin_spin": [0.0835, 0.0992, 0.4227, 0.0781, 0.0136, 0.0146, 0.2633, 0.0155, 0.0094], "total_charge": 2, "spin_multiplicity": 2, "gap_ha": [0.1863, 0.3020], "homo_energy_ev": [-14.902, -18.207]}

---

| no. | E (eV) |
| --- | --- |
| 1 | -98557.7769 |
| 2 | -6791.1565 |
| 3 | -16593.1921 |
| 4 | -20535.7694 |
| 5 | -24979.7995 |
| 6 | -7446.9382 |